Entry 1:
{
  "formula": "C18H19N3O5",
  "method": "ωB97M-V/def2-TZVPD",
  "symbols": ["C", "H", "H", "H", "O", "C", "C", "C", "C", "C", "C", "O", "C", "H", "H", "H", "H", "C", "N", "C", "C", "C", "C", "C", "C", "N", "O", "O", "H", "C", "O", "N", "H", "H", "H", "H", "C", "C", "H", "H", "H", "H", "H", "H", "H"],
  "xyz": [[-6.1630, -0.1102, -1.2156], [-6.4477, -0.7419, -0.3718], [-5.8214, -0.7394, -2.0396], [-7.0248, 0.4742, -1.5381], [-5.1934, 0.8457, -0.8486], [-3.9872, 0.4868, -0.3331], [-3.1991, 1.5696, 0.0502], [-1.9483, 1.3941, 0.6063], [-1.4513, 0.1123, 0.7758], [-2.2108, -0.9780, 0.3829], [-3.4762, -0.8167, -0.1686], [-4.2531, -1.8762, -0.5680], [-3.7569, -3.1811, -0.4087], [-3.5687, -3.4176, 0.6437], [-2.8428, -3.3409, -0.9897], [-4.5407, -3.8354, -0.7878], [-1.8044, -1.9681, 0.5152], [-0.1029, -0.0426, 1.4202], [0.8734, 0.9117, 0.9034], [2.1482, 0.5039, 0.6945], [2.6155, -0.6783, 1.3249], [3.7808, -1.2981, 0.9675], [4.5816, -0.7977, -0.0667], [4.2267, 0.4227, -0.6041], [3.0793, 1.1043, -0.1970], [3.0275, 2.4430, -0.6895], [2.8263, 3.3399, 0.1147], [3.2730, 2.6251, -1.8690], [4.8621, 0.9331, -1.3135], [5.8034, -1.5588, -0.4433], [6.2823, -2.4129, 0.2750], [6.3484, -1.2456, -1.6442], [5.9130, -0.6156, -2.2922], [7.1618, -1.7578, -1.9414], [4.1094, -2.1913, 1.4763], [2.0531, -1.0870, 2.1477], [0.3693, 2.1984, 0.4664], [-1.0261, 2.4954, 1.0136], [-0.9788, 2.5591, 2.1044], [-1.3603, 3.4586, 0.6308], [0.3365, 2.2297, -0.6330], [1.0470, 2.9885, 0.8074], [0.2541, -1.0562, 1.2330], [-0.2078, 0.0950, 2.5072], [-3.6068, 2.5569, -0.0974]],
  "homo_energy_ha": -0.301,
  "total_charge": 0,
  "smiles": "COc1cc2c(cc1OC)CN(c1ccc(C(N)=O)cc1[N+](=O)[O-])CC2",
  "e_lumo_ev": -0.105,
  "de_lowest_ev": 5.056
}


Entry 2:
{
  "formula": "C2H3BrN4",
  "method": "ωB97M-V/def2-TZVPD",
  "symbols": ["C", "C", "N", "N", "N", "N", "Br", "H", "H", "H"],
  "xyz": [[0.4590, 1.5226, -0.1135], [-0.6326, -1.6042, 0.0035], [-0.4393, 2.2534, 0.1815], [-1.8185, -1.3553, 0.1318], [0.4227, -2.1739, -0.0303], [1.1364, 0.6187, -0.5105], [2.6920, -0.0965, 0.0993], [-2.3512, -0.5595, -0.0891], [1.3218, -1.7745, 0.4537], [-0.7903, 3.1691, -0.1263]],
  "homo_energy_ha": -0.347,
  "total_charge": 0,
  "smiles": "N=C=NBr.N=C=N",
  "e_lumo_ev": -0.420,
  "de_lowest_ev": 1.540
}


Entry 3:
{
  "formula": "C19H27N3O3S",
  "method": "ωB97M-V/def2-TZVPD",
  "symbols": ["C", "C", "C", "C", "H", "H", "C", "N", "C", "O", "C", "C", "C", "C", "C", "C", "H", "H", "C", "O", "N", "C", "S", "N", "H", "C", "C", "C", "O", "C", "C", "H", "H", "H", "H", "H", "H", "H", "H", "H", "H", "H", "H", "H", "H", "H", "H", "H", "H", "H", "H", "H", "H"],
  "xyz": [[8.7811, 0.1118, -2.1156], [8.6991, 0.5443, -0.6562], [7.8252, -0.3742, 0.1987], [6.3474, -0.3225, -0.1813], [6.2085, -0.7039, -1.1951], [6.0001, 0.7125, -0.1567], [5.4991, -1.1500, 0.7855], [4.0948, -1.1114, 0.4449], [3.2053, -0.3627, 1.1340], [3.4924, 0.2746, 2.1272], [1.8102, -0.3796, 0.5844], [1.0537, 0.7695, 0.7434], [-0.2555, 0.8124, 0.2722], [-0.8105, -0.3125, -0.3484], [-0.0463, -1.4702, -0.4840], [1.2530, -1.5067, -0.0265], [1.8244, -2.4182, -0.1139], [-0.5029, -2.3278, -0.9540], [-2.1925, -0.2762, -0.8429], [-2.7219, -1.2117, -1.4020], [-2.8752, 0.9204, -0.6287], [-2.3181, 2.0263, -0.0485], [-3.1045, 3.4617, 0.1328], [-1.0326, 1.9332, 0.3919], [-0.6538, 2.7655, 0.8259], [-4.2615, 1.0042, -1.0716], [-5.2473, 0.8796, 0.0907], [-5.3191, -0.5492, 0.6235], [-5.9422, -1.3513, -0.3544], [-5.5767, -2.7123, -0.3391], [-6.0742, -3.4710, 0.8897], [-5.8578, -4.5298, 0.7764], [-5.5865, -3.1122, 1.7934], [-7.1483, -3.3397, 0.9975], [-4.4839, -2.8042, -0.4240], [-6.0321, -3.1273, -1.2417], [-5.8978, -0.5646, 1.5595], [-4.3097, -0.9274, 0.8414], [-6.2363, 1.1549, -0.2744], [-4.9708, 1.5633, 0.8936], [-4.3973, 1.9637, -1.5748], [-4.4279, 0.1845, -1.7723], [1.4899, 1.6232, 1.2397], [3.8227, -1.5154, -0.4370], [5.8359, -2.1917, 0.7845], [5.5844, -0.7490, 1.7976], [7.9256, -0.0777, 1.2451], [8.1864, -1.4015, 0.1094], [8.3112, 1.5636, -0.6004], [9.7066, 0.5514, -0.2346], [9.4834, 0.7427, -2.6553], [7.8135, 0.1922, -2.6042], [9.1217, -0.9188, -2.1888]],
  "homo_energy_ha": -0.316,
  "total_charge": 0,
  "smiles": "CCCCCNC(=O)c1ccc2c(=O)n(CCCOCC)c(=S)[nH]c2c1",
  "e_lumo_ev": -0.247,
  "de_lowest_ev": 0.056
}


Entry 4:
{
  "formula": "C7H10S",
  "method": "ωB97M-V/def2-TZVPD",
  "symbols": ["C", "C", "C", "C", "C", "C", "C", "S", "H", "H", "H", "H", "H", "H", "H", "H", "H", "H"],
  "xyz": [[0.7041, 1.4582, -2.5610], [-0.2091, 0.5069, -2.5111], [0.2632, -1.3381, 1.4381], [0.6870, 0.6051, -0.1995], [-0.8785, -1.0609, 2.4167], [0.0133, 1.4046, -1.2864], [-0.2422, -0.4094, 0.2843], [-1.5793, 0.2913, 1.3670], [1.4082, 1.7520, -3.2315], [-0.8291, -0.2447, -2.8708], [1.1525, -0.8825, 1.7833], [0.4913, -2.3075, 1.2513], [1.6524, 0.1487, -0.4525], [0.8368, 1.2596, 0.5678], [-1.6176, -1.9255, 2.3570], [-0.5862, -0.6384, 3.2747], [-0.5612, 2.3265, -1.0418], [-0.7055, -0.9459, -0.5857]],
  "homo_energy_ha": -0.308,
  "total_charge": 0,
  "smiles": "C1=CC1C[C@H]1CCS1",
  "e_lumo_ev": 1.062,
  "de_lowest_ev": 4.277
}


Entry 5:
{
  "formula": "C3H9NO2",
  "method": "ωB97M-V/def2-TZVPD",
  "symbols": ["C", "C", "C", "H", "H", "H", "H", "H", "H", "H", "H", "H", "N", "O", "O"],
  "xyz": [[-0.5244, 1.5586, -0.0717], [0.2942, 0.1973, 0.0152], [2.6990, -0.6710, 0.0164], [-3.2165, -1.7161, 0.6080], [-2.3249, -0.1894, -0.1001], [0.1241, 2.3870, -0.2217], [-1.1138, 1.5558, 1.0304], [-1.1719, 1.4921, -0.9206], [1.8941, 1.2728, 0.4652], [2.1824, -1.7533, -0.0573], [3.2287, -0.5458, -0.9265], [3.4898, -0.5949, 0.8138], [1.6981, 0.3322, 0.0909], [-3.3975, -0.4252, 0.0301], [-0.3264, -0.9177, -0.1660]],
  "homo_energy_ha": -0.367,
  "total_charge": 0,
  "e_lumo_ev": 0.482,
  "de_lowest_ev": 4.191
}


Entry 6:
{
  "formula": "CH8NO",
  "method": "ωB97M-V/def2-TZVPD",
  "symbols": ["N", "H", "H", "H", "H", "C", "O", "H", "H", "H", "H"],
  "xyz": [[1.3991, -1.0185, -0.6480], [1.7074, -1.6273, 0.1203], [2.2142, -0.4213, -0.8619], [0.5898, -0.3703, -0.3952], [1.2239, -1.6242, -1.4490], [-1.3219, 0.7473, 0.8616], [-0.6326, 0.6711, -0.4033], [-0.6915, 1.1644, 1.6509], [-1.4766, -0.2775, 1.2185], [-2.2789, 1.2260, 0.7423], [-0.7330, 1.5303, -0.8361]],
  "homo_energy_ha": -0.572,
  "total_charge": 1,
  "e_lumo_ev": -3.891,
  "de_lowest_ev": 0.501
}


Entry 7:
{
  "formula": "C10H21LiN7S4",
  "method": "ωB97M-V/def2-TZVPD",
  "symbols": ["Li", "C", "C", "S", "C", "C", "S", "C", "C", "S", "H", "H", "H", "H", "H", "H", "H", "H", "H", "H", "H", "H", "S", "C", "N", "C", "C", "N", "H", "H", "H", "H", "H", "H", "N", "N", "N", "C", "N", "N", "H", "H", "H"],
  "xyz": [[-0.5682, -0.6911, -0.0616], [2.8263, -0.3574, 1.2630], [3.0618, -0.0880, -0.2204], [1.5986, -0.0750, -1.3017], [1.3258, 1.6803, -1.6385], [0.8199, 2.5294, -0.4815], [-0.6905, 1.8357, 0.2461], [-0.3928, 1.8587, 2.0339], [0.5272, 0.7825, 2.5905], [2.2989, 1.0514, 2.2754], [3.7727, -0.6749, 1.7039], [2.1267, -1.1781, 1.4055], [3.6939, -0.8819, -0.6199], [3.5941, 0.8519, -0.3688], [0.6139, 1.6785, -2.4664], [2.2531, 2.1059, -2.0249], [0.6084, 3.5402, -0.8299], [1.5646, 2.5768, 0.3093], [-1.3888, 1.7286, 2.4615], [-0.0457, 2.8545, 2.3104], [0.2384, -0.2099, 2.2398], [0.4087, 0.7754, 3.6754], [-2.8614, -0.9158, 0.9179], [-4.1304, 0.0923, 0.4400], [-5.4190, -0.1596, 0.6931], [-6.3064, 0.7991, 0.0413], [-5.3289, 1.9369, -0.2935], [-4.0389, 1.2482, -0.2337], [-5.7065, -1.0558, 1.0456], [-7.1034, 1.1189, 0.7084], [-6.7481, 0.3674, -0.8588], [-5.3716, 2.7387, 0.4464], [-5.5059, 2.3569, -1.2807], [-3.1560, 1.7293, -0.3176], [2.1633, -5.1550, 0.3628], [1.0713, -4.3225, 0.5185], [0.0202, -4.6800, 1.2138], [-0.7040, -3.5679, 1.1707], [-0.0924, -2.6023, 0.4800], [1.0606, -3.1116, 0.0666], [1.8213, -6.1091, 0.3780], [2.6046, -4.9251, -0.5201], [-1.6720, -3.4740, 1.6315]],
  "homo_energy_ha": -0.417,
  "total_charge": 1,
  "e_lumo_ev": -2.038
}